# 1
119
Properties=species:S:1:pos:R:3:forces:R:3 method="wB97M-V/def2-TZVPD" lumo_ev=3.4 multiplicity=1 charge=-2 homo_energy_ha=-0.087
Cs 0.4313 0.0252 1.1227 0.16 -2.68 -3.26
N -2.9291 2.2218 -2.9041 -0.03 0.02 -0.02
C -1.7127 1.5373 -3.0036 0.01 0.10 -0.18
S -0.2742 2.4733 -2.9215 -0.06 -0.25 0.13
N -1.8440 0.2707 -3.2912 0.12 0.07 0.27
N -0.7648 -0.5380 -3.1033 -0.14 0.07 -0.05
C -0.4106 -1.2844 -4.0826 0.09 -0.03 0.06
C -0.8996 -1.1367 -5.4775 -0.04 -0.05 0.01
C -1.2636 -2.2535 -6.2255 -0.05 -0.03 0.00
C -1.7201 -2.1245 -7.5299 0.00 0.02 0.02
C -1.8145 -0.8657 -8.1037 0.01 0.00 -0.04
C -1.4445 0.2532 -7.3676 0.00 0.05 -0.02
C -0.9906 0.1257 -6.0648 0.05 -0.02 -0.04
C 0.5785 -2.3498 -3.7723 -0.08 0.18 -0.05
C 1.5107 -2.7729 -4.7239 0.04 0.01 0.01
C 2.4312 -3.7434 -4.3801 0.04 -0.03 -0.01
C 2.3966 -4.2815 -3.1012 -0.02 0.04 -0.01
C 1.4244 -3.8090 -2.2310 0.12 -0.07 -0.08
N 0.5388 -2.8761 -2.5468 -0.08 -0.04 0.12
H -2.8253 3.1182 -2.4555 0.00 -0.04 0.00
H -3.6755 1.6481 -2.5387 -0.02 0.03 0.00
H -1.1978 -3.2360 -5.7734 0.01 -0.02 0.01
H -2.0055 -3.0059 -8.0916 -0.01 0.00 -0.01
H -2.1703 -0.7557 -9.1216 0.00 0.00 0.00
H -1.5097 1.2402 -7.8089 -0.01 0.00 -0.02
H -0.6855 0.9987 -5.5005 -0.02 0.01 0.06
H 1.5135 -2.3263 -5.7085 0.00 0.02 -0.01
H 3.1705 -4.0709 -5.1020 0.01 -0.01 0.02
H 3.0953 -5.0426 -2.7818 0.03 -0.03 0.00
H 1.3487 -4.2095 -1.2266 -0.01 -0.03 0.05
C 2.7178 -5.1979 3.3909 0.03 -0.03 0.01
C 1.9653 -4.0202 2.7760 -0.10 -0.01 0.09
C 1.0083 -4.4969 1.6813 0.02 -0.03 -0.03
P 2.8648 -2.5311 2.1473 0.11 0.23 0.11
C 3.8432 -3.0385 0.6478 -0.11 -0.08 -0.14
C 4.7086 -1.8481 0.2244 0.05 0.00 0.02
C 4.6264 -4.3498 0.5964 0.00 -0.02 0.01
C 4.1153 -2.0858 3.4558 0.11 0.01 -0.04
C 5.3956 -2.9092 3.6092 0.02 -0.04 0.02
C 3.4010 -1.9386 4.8024 0.01 0.05 0.02
H 2.0001 -5.9538 3.7243 -0.01 -0.02 0.00
H 3.3011 -4.9015 4.2607 0.01 0.02 0.02
H 3.3919 -5.6783 2.6806 0.00 0.01 -0.01
H 1.3497 -3.5682 3.5647 0.01 0.03 -0.02
H 1.5484 -5.0458 0.9047 0.02 -0.02 -0.03
H 0.4757 -3.6690 1.2099 -0.02 0.05 0.00
H 0.2587 -5.1739 2.0968 0.00 -0.03 0.02
H 3.0544 -3.1156 -0.1107 0.02 0.02 0.04
H 5.5664 -1.7159 0.8874 0.01 -0.01 0.02
H 4.1399 -0.9169 0.2287 -0.03 0.01 0.01
H 5.0909 -1.9989 -0.7878 0.01 -0.01 -0.01
H 5.3474 -4.4442 1.4062 0.03 0.01 0.03
H 5.1775 -4.4128 -0.3473 0.01 0.00 -0.03
H 3.9634 -5.2136 0.6401 -0.04 -0.01 0.02
H 4.4173 -1.0767 3.1464 -0.02 -0.03 -0.01
H 5.1858 -3.9641 3.7882 -0.01 -0.01 0.02
H 5.9638 -2.5395 4.4687 0.01 0.02 0.01
H 6.0468 -2.8449 2.7374 -0.02 0.01 -0.03
H 3.2337 -2.9150 5.2617 -0.04 -0.04 0.00
H 2.4316 -1.4415 4.7237 -0.02 -0.01 -0.03
H 4.0269 -1.3626 5.4896 0.02 -0.01 0.02
C -5.3698 1.4760 2.5347 -0.10 -0.13 -0.03
O -4.1262 2.1596 2.4885 0.02 -0.01 0.04
C -3.7556 2.7381 3.6428 0.06 0.19 0.10
O -4.4954 2.8708 4.5869 0.00 -0.22 -0.13
C -2.3551 3.2483 3.5525 0.05 -0.02 -0.31
C -1.9277 3.9805 4.5789 0.36 0.20 0.41
As 0.0019 4.5075 4.9210 -0.21 -0.14 0.03
C -0.2611 6.2163 5.8630 0.02 0.03 0.09
C -0.0411 4.9833 3.0326 -0.04 0.07 -0.44
C 0.0985 3.8450 2.3096 0.00 -0.06 -0.10
As -1.5034 2.8251 1.7295 -0.22 0.61 0.41
C -2.5995 4.1674 0.7824 0.03 -0.05 -0.05
C 1.3182 2.9806 2.3925 0.06 0.20 0.19
O 1.5906 2.2148 1.4945 0.74 1.62 0.21
O 2.1639 3.2298 3.3972 -0.20 -0.06 -0.03
C 3.1829 2.2439 3.5666 0.05 -0.06 0.05
C -0.8607 6.1048 2.4738 0.39 -0.27 0.25
O -0.7549 6.4805 1.3328 -0.12 0.06 -0.02
O -1.5907 6.7202 3.4117 -0.21 -0.02 -0.12
C -2.5055 7.7274 2.9912 -0.02 0.02 0.02
C -2.8530 4.5336 5.6438 -0.19 -0.27 0.00
O -3.5310 5.5094 5.4312 0.22 0.11 0.02
O -2.8044 4.0240 6.8825 0.11 0.10 -0.18
C -2.1707 2.7423 7.0951 0.01 0.06 -0.01
H -5.5246 1.0813 1.5341 -0.05 -0.02 -0.01
H -6.1754 2.1546 2.8175 0.02 -0.03 -0.01
H -5.3107 0.6573 3.2530 -0.01 0.02 0.01
H -0.0436 6.0222 6.9140 -0.02 0.05 0.01
H -1.2547 6.6355 5.7507 -0.04 -0.01 0.02
H 0.4756 6.9201 5.4733 0.01 0.00 0.01
H -2.9805 4.9484 1.4362 -0.02 0.03 0.01
H -3.4380 3.6119 0.3611 0.03 0.04 0.01
H -2.0029 4.6075 -0.0137 0.02 -0.01 -0.02
H 3.7744 2.5809 4.4138 0.00 -0.02 0.00
H 3.7984 2.1626 2.6706 0.01 0.02 0.01
H 2.7166 1.2832 3.7898 -0.01 0.00 0.01
H -3.4741 7.4478 3.4015 -0.01 0.04 0.00
H -2.5360 7.7916 1.9045 0.00 -0.01 0.05
H -2.1831 8.6810 3.4115 -0.03 0.01 -0.03
H -2.4095 2.4785 8.1227 -0.01 0.00 -0.02
H -1.0907 2.7959 6.9747 0.05 0.01 -0.04
H -2.5590 1.9907 6.4140 -0.03 -0.09 -0.12
Br -6.3333 -2.3074 2.1361 0.00 0.01 0.01
C -4.4633 -2.1327 1.8269 -0.05 0.08 -0.02
C -3.5694 -2.5574 2.7761 0.07 -0.03 -0.04
C -2.2147 -2.4094 2.4822 0.01 -0.09 0.03
N -1.7596 -1.9149 1.3407 -0.50 -0.24 -0.09
C -2.6585 -1.4682 0.4535 0.20 -0.27 -0.05
C -4.0229 -1.5511 0.6467 -0.08 -0.01 -0.03
H -3.8823 -2.9460 3.7325 -0.01 -0.01 0.02
H -1.4676 -2.7002 3.2110 0.01 0.05 0.08
H -2.2599 -1.0742 -0.4779 -0.02 0.09 0.00
H -4.7121 -1.1975 -0.1065 -0.01 0.00 0.00
O 0.2713 -1.1555 4.5205 -0.07 0.03 0.00
S -0.3346 0.1903 4.5722 0.10 0.12 -0.15
O 0.0240 0.8901 3.2847 -0.59 0.99 2.87
O 0.1292 0.9911 5.7058 0.02 -0.12 0.07
S -2.3461 0.0024 4.6234 0.03 0.07 0.01


# 2
114
Properties=species:S:1:pos:R:3:forces:R:3 method="wB97M-V/def2-TZVPD" s2=0.761 lumo_ev="3.8 / 3.5" multiplicity=2 charge=-2 homo_energy_ha="-0.072 / -0.085"
Ba 0.6432 -1.2264 -0.2981 -0.56 -1.06 0.75
C -3.7509 -2.4141 0.2710 -0.05 -0.07 0.13
C -2.9509 -3.0887 1.3833 -0.04 0.00 -0.01
C -3.8773 -3.8594 2.3226 0.02 0.00 -0.02
P -1.6747 -1.8935 2.0157 0.04 -0.08 -0.03
C -0.9645 -2.7721 3.5041 -0.01 0.01 0.01
C 0.4648 -2.2764 3.7261 0.01 -0.03 -0.01
C -1.7467 -2.6793 4.8116 0.01 -0.01 0.02
C -2.5215 -0.4321 2.6995 0.00 -0.01 -0.02
C -3.6631 -0.5623 3.4899 -0.05 0.01 0.01
C -4.2901 0.5110 4.1021 0.00 -0.02 0.00
C -3.6932 1.7637 3.9676 0.01 0.01 -0.02
C -2.5705 1.9359 3.1916 0.02 0.00 -0.03
C -1.9654 0.8705 2.4556 0.02 0.05 -0.01
N -0.9011 1.0357 1.6360 -0.05 -0.10 0.01
C -0.5486 2.2814 1.1578 0.01 0.05 -0.05
C -1.4700 3.2678 0.7319 -0.02 -0.06 0.00
C -1.0629 4.4370 0.1177 -0.02 -0.01 0.02
C 0.2850 4.6924 -0.1011 0.01 0.00 0.00
C 1.2103 3.7503 0.3237 -0.01 0.04 -0.02
C 0.8272 2.5718 0.9584 -0.02 0.00 0.02
P 1.9998 1.2667 1.4646 0.08 0.00 0.13
C 3.5845 1.7395 0.5949 0.02 0.00 -0.02
C 4.4224 0.4784 0.3631 -0.02 0.02 -0.01
C 4.4452 2.8323 1.2275 0.00 -0.02 -0.02
C 2.3497 1.7060 3.2452 -0.03 0.05 -0.01
C 1.0677 1.8765 4.0577 0.02 0.00 -0.01
C 3.2486 0.6365 3.8664 -0.01 0.01 0.00
H -4.3133 -3.1608 -0.2955 -0.01 -0.01 -0.01
H -3.0998 -1.8937 -0.4345 -0.01 0.00 0.01
H -4.4593 -1.6900 0.6865 0.18 -0.33 -0.08
H -2.2933 -3.8212 0.9010 0.00 0.01 -0.03
H -4.6537 -3.2244 2.7534 0.00 -0.02 0.01
H -3.3357 -4.3489 3.1325 0.00 0.00 -0.01
H -4.3853 -4.6429 1.7519 -0.01 0.00 0.00
H -0.9158 -3.8187 3.1783 0.00 -0.01 0.01
H 0.4631 -1.2048 3.9335 0.01 0.07 0.01
H 1.1001 -2.4646 2.8584 0.00 0.01 0.01
H 0.9188 -2.7822 4.5844 -0.01 0.01 0.00
H -1.8277 -1.6391 5.1340 0.01 -0.01 0.01
H -1.2187 -3.2336 5.5943 -0.01 -0.01 0.00
H -2.7573 -3.0808 4.7390 0.01 0.02 0.00
H -4.0689 -1.5523 3.6471 0.00 0.02 -0.01
H -5.1802 0.3693 4.7021 0.00 0.00 0.00
H -4.1094 2.6220 4.4857 0.00 0.00 0.00
H -2.1251 2.9190 3.1331 0.01 0.03 -0.04
H -2.5304 3.0888 0.8557 0.00 -0.04 0.03
H -1.8120 5.1457 -0.2206 0.00 0.00 0.00
H 0.6076 5.5887 -0.6160 0.00 0.00 0.00
H 2.2577 3.9394 0.1301 0.01 0.00 0.00
H 3.2380 2.0747 -0.3884 0.01 0.01 0.02
H 4.7686 0.0399 1.3015 0.00 0.00 0.01
H 5.3026 0.7082 -0.2450 0.00 0.00 -0.01
H 3.8492 -0.2923 -0.1533 0.01 -0.01 0.00
H 4.9094 2.4779 2.1516 0.00 0.00 0.00
H 3.8798 3.7328 1.4682 0.00 0.01 0.00
H 5.2528 3.1138 0.5451 0.00 0.00 0.00
H 2.8758 2.6658 3.2547 0.00 -0.01 0.00
H 0.4598 0.9731 4.0482 -0.02 -0.05 0.00
H 0.4493 2.6836 3.6647 0.00 0.00 -0.01
H 1.3202 2.1109 5.0969 0.00 0.00 0.00
H 2.7947 -0.3524 3.7715 0.00 0.00 0.01
H 3.4031 0.8386 4.9309 0.01 0.00 0.00
H 4.2288 0.5953 3.3890 0.00 -0.01 -0.01
S 1.6759 -6.8994 -1.0163 0.02 0.03 -0.06
Sb 0.8458 -4.9827 -0.0780 0.02 -0.12 0.03
S 2.5430 -3.5004 0.6162 0.00 -0.06 0.02
S -0.6515 -3.8158 -1.4677 -0.08 -0.08 0.08
O 1.1633 4.3628 -3.8215 -0.66 0.87 -0.41
C -0.1424 4.5247 -3.7042 0.38 -0.01 -0.22
O -0.7030 5.5242 -4.0957 -0.15 0.13 0.06
C -0.8845 3.3927 -3.0959 -0.24 0.10 0.07
C -2.2503 3.3240 -2.9037 0.07 -0.11 -0.07
Cl -3.4553 4.4906 -3.2056 0.01 -0.02 -0.01
N -2.5294 2.1310 -2.3172 0.04 0.05 0.05
N -1.4017 1.4504 -2.0618 -0.03 -0.13 -0.04
C -0.4128 2.1880 -2.5220 -0.02 -0.06 0.00
C 0.9859 1.6915 -2.2930 -0.15 -0.09 0.38
O 1.9375 2.2717 -2.8544 0.11 -0.52 0.17
O 1.0677 0.7235 -1.4979 0.77 1.31 -1.22
C -3.7549 1.6182 -1.7963 -0.03 0.01 0.09
C -4.9388 1.7012 -2.5150 0.03 0.02 0.01
C -6.1107 1.2333 -1.9385 0.01 -0.02 0.01
C -6.0965 0.6868 -0.6620 0.01 0.01 0.00
C -4.8986 0.5749 0.0309 -0.08 0.20 0.00
C -3.7193 1.0254 -0.5409 -0.02 0.04 0.01
H 1.4601 3.4574 -3.4866 0.42 -0.26 0.25
H -4.9436 2.1198 -3.5102 0.00 0.03 -0.02
H -7.0378 1.2946 -2.4949 0.00 0.00 0.00
H -7.0174 0.3375 -0.2116 0.00 0.00 0.00
H -4.8677 0.1485 1.0274 -0.03 0.19 -0.06
H -2.7728 0.9236 -0.0231 -0.01 0.04 0.03
C 1.9055 -3.2260 -3.6929 0.01 -0.01 -0.02
N 2.3459 -1.9781 -3.0457 -0.01 -0.03 0.13
C 2.3301 -0.9022 -4.0419 -0.03 -0.01 -0.01
N 3.1865 -1.2036 -5.1992 0.00 0.00 0.01
C 2.7274 -2.4646 -5.7871 -0.01 0.00 0.00
N 2.7581 -3.5746 -4.8391 0.00 0.02 0.00
C 4.1289 -3.7228 -4.3486 0.00 -0.01 -0.01
N 4.6312 -2.4966 -3.7204 0.00 0.01 0.00
C 3.7347 -2.1681 -2.6025 0.04 0.02 -0.02
C 4.5483 -1.4138 -4.7008 0.00 0.00 0.00
H 0.8753 -3.1083 -4.0290 -0.01 0.00 0.01
H 1.9282 -4.0386 -2.9668 0.01 0.01 -0.01
H 2.6683 0.0250 -3.5784 0.01 -0.01 0.00
H 1.3040 -0.7605 -4.3919 -0.01 0.00 0.00
H 3.3677 -2.7077 -6.6409 0.00 0.00 0.00
H 1.7026 -2.3331 -6.1432 0.00 0.00 0.00
H 4.7807 -3.9806 -5.1892 0.00 0.00 0.00
H 4.1533 -4.5319 -3.6165 0.00 0.00 0.00
H 4.0841 -1.2413 -2.1410 0.00 0.00 0.00
H 3.7621 -2.9651 -1.8586 0.00 0.00 -0.01
H 5.1998 -1.6517 -5.5473 0.00 0.00 0.00
H 4.8967 -0.4882 -4.2365 0.00 0.00 0.00


Let's list relative energy (zero: lowest compared OMol25 entry of this formula, charge and spin) in order: 125.6; 0.0 kJ/mol.